Model i:
DFT (ωB97M-V/def2-TZVPD) results for 2 unconnected molecules or ions with the total composition C2H5BrClN.

```
10
Properties=species:S:1:pos:R:3
C 1.002 0.655 -0.487
C -0.926 -0.443 0.358
N 0.176 -0.429 -0.487
Cl -1.864 -1.905 0.023
Br -2.000 1.195 0.361
H 0.383 1.612 -0.460
H 1.700 0.537 0.288
H 1.577 0.802 -1.357
H -0.590 -0.624 2.152
H 0.543 -1.399 -0.392
```

## Properties
- gap between HOMO and LUMO (eV) = 8.9
- HOMO level (eV) = -8.863
- LUMO (eV) = 0.02
- total charge = 0

Model ii:
DFT (ωB97M-V/def2-TZVPD) results for 2 unconnected molecules or ions with the total composition C2H5BrClN.

```
10
Properties=species:S:1:pos:R:3
C 1.202 -0.349 -0.559
C -1.579 0.250 0.518
N 0.805 0.778 0.103
Cl -1.613 -1.057 -0.632
Br -2.272 1.932 0.016
H 0.735 -0.541 -1.576
H 2.286 -0.505 -0.423
H 0.753 -1.193 -0.062
H -1.407 -0.102 1.580
H 1.091 0.788 1.034
```

## Properties
- gap between HOMO and LUMO (eV) = 7.3
- HOMO level (eV) = -8.107
- LUMO (eV) = -0.76
- total charge = 0

model i ends up most stable, edging out the next structure by 0.0428 hartree.

Model i:
DFT (ωB97M-V/def2-TZVPD) results for a single C17H25N3O3 molecule.

```
48
Properties=species:S:1:pos:R:3
C 3.584 -1.050 -3.542
C 3.161 -2.507 -3.399
N 2.033 -2.616 -2.482
C 1.029 -3.607 -2.826
C 1.581 -5.034 -2.829
C 2.345 -2.406 -1.149
O 3.488 -2.372 -0.734
N 1.248 -2.250 -0.321
C 0.148 -1.388 -0.706
C 0.413 0.054 -0.262
N 0.618 0.102 1.173
C 0.725 1.468 1.656
C -0.586 2.194 1.514
C -0.650 3.460 0.957
C -1.854 4.151 0.829
C -2.987 3.518 1.275
C -2.932 2.238 1.832
C -1.749 1.559 1.965
O -4.197 1.845 2.188
C -5.046 2.918 1.848
O -4.286 3.957 1.270
C 1.771 -0.705 1.528
C 1.520 -2.150 1.101
H 4.380 -0.964 -4.277
H 2.741 -0.439 -3.860
H 3.950 -0.678 -2.589
H 2.840 -2.894 -4.369
H 4.011 -3.099 -3.040
H 0.629 -3.358 -3.815
H 0.219 -3.553 -2.100
H 0.779 -5.739 -3.034
H 2.011 -5.264 -1.857
H 2.352 -5.157 -3.585
H 0.017 -1.406 -1.787
H -0.761 -1.753 -0.218
H -0.448 0.677 -0.513
H 1.296 0.438 -0.808
H 0.989 1.419 2.718
H 1.523 2.027 1.137
H 0.257 3.932 0.611
H -1.898 5.136 0.397
H -1.703 0.570 2.388
H -5.551 3.292 2.754
H -5.806 2.574 1.128
H 1.911 -0.665 2.611
H 2.693 -0.344 1.040
H 2.396 -2.760 1.324
H 0.648 -2.542 1.631
```

## Properties
- gap between HOMO and LUMO (eV) = 8.9
- HOMO level (eV) = -8.097
- SMILES = CCN(CC)C(=O)N1CCN(Cc2ccc3c(c2)OCO3)CC1
- LUMO (eV) = 0.80
- total charge = 0

Model ii:
DFT (ωB97M-V/def2-TZVPD) results for a single C17H25N3O3 molecule.

```
48
Properties=species:S:1:pos:R:3
O -0.024 -1.743 0.387
C -0.648 -1.476 -0.628
N -0.134 -1.114 -1.806
C 1.259 -0.799 -2.001
C 1.505 0.712 -1.935
C 2.972 1.020 -1.630
N 3.466 0.275 -0.487
C 4.908 0.378 -0.354
C 5.372 -0.534 0.782
O 4.764 -0.184 2.001
C 3.361 -0.256 1.883
C 2.837 0.650 0.770
C -2.179 -1.483 -0.652
O -2.803 -1.142 -1.642
N -2.698 -1.879 0.517
C -4.056 -1.585 0.899
C -4.105 -0.311 1.765
C -3.342 0.786 1.075
C -2.014 1.032 1.400
C -1.281 1.976 0.704
C -1.865 2.680 -0.334
C -3.189 2.446 -0.662
C -3.923 1.506 0.038
H -0.813 -0.862 -2.515
H 1.814 -1.280 -1.192
H 1.593 -1.205 -2.959
H 1.233 1.187 -2.879
H 0.864 1.133 -1.159
H 3.089 2.111 -1.491
H 3.581 0.724 -2.490
H 5.375 0.060 -1.289
H 5.223 1.415 -0.135
H 6.448 -0.443 0.935
H 5.124 -1.576 0.526
H 2.957 0.050 2.849
H 3.054 -1.289 1.669
H 1.760 0.503 0.695
H 3.046 1.706 1.022
H -2.014 -2.055 1.246
H -4.479 -2.434 1.441
H -4.612 -1.430 -0.028
H -5.148 -0.026 1.912
H -3.659 -0.519 2.739
H -1.545 0.479 2.202
H -0.251 2.159 0.976
H -1.290 3.411 -0.886
H -3.650 2.993 -1.471
H -4.954 1.321 -0.227
```

## Properties
- gap between HOMO and LUMO (eV) = 9.5
- HOMO level (eV) = -8.730
- SMILES = O=C(NCCCN1CCOCC1)C(=O)NCCc1ccccc1
- LUMO (eV) = 0.82
- total charge = 0

model ii ends up most stable, edging out the next structure by 0.0387 hartree.

Model i:
DFT (ωB97M-V/def2-TZVPD) results for 2 unconnected molecules or ions with the total composition C5H8FN.

```
15
Properties=species:S:1:pos:R:3
C -0.111 -0.203 -2.065
C 1.068 1.037 0.539
C -1.297 0.093 0.957
C 0.250 -1.280 -1.267
C 0.159 -0.126 0.735
N -0.419 0.736 -2.657
F 0.675 -1.083 1.542
H 2.099 0.705 0.435
H 0.772 1.597 -0.347
H 1.004 1.703 1.405
H -1.447 0.576 1.931
H -1.701 0.733 0.174
H -1.835 -0.856 0.971
H 1.278 -1.595 -1.262
H -0.497 -2.038 -1.091
```

## Properties
- gap between HOMO and LUMO (eV) = 9.0
- HOMO level (eV) = -8.810
- LUMO (eV) = 0.19
- total charge = 0

Model ii:
DFT (ωB97M-V/def2-TZVPD) results for a single C5H8FN molecule.

```
15
Properties=species:S:1:pos:R:3
C 0.460 0.994 1.821
C -0.992 -0.702 0.311
C 0.131 -1.215 1.262
C -0.534 0.641 -0.243
C 0.419 0.843 -1.354
N 0.623 -0.191 2.088
F -1.548 1.647 -0.283
H 0.598 1.883 2.369
H -1.172 -1.509 -0.538
H -1.876 -0.368 0.844
H -0.235 -1.845 2.071
H 0.918 -1.677 0.657
H 0.941 -0.101 -1.566
H 0.963 1.747 -1.256
H -0.076 0.991 -2.487
```

## Properties
- gap between HOMO and LUMO (eV) = 8.6
- HOMO level (eV) = -7.717
- LUMO (eV) = 0.93
- total charge = 0

model i ends up most stable, edging out the next structure by 0.0647 hartree.

Model i:
DFT (ωB97M-V/def2-TZVPD) results for a single C4H8N2O2S2 molecule.

```
18
Properties=species:S:1:pos:R:3
C -0.372 -0.985 1.337
C 0.267 -0.425 -0.058
C 1.728 -0.311 -0.071
C 2.127 0.912 -0.291
S 0.895 2.076 -0.552
N -0.318 0.893 -0.344
S -1.373 0.882 -1.911
N -2.943 0.837 -1.273
O -1.301 2.038 -2.757
O -1.062 -0.380 -2.452
H -0.200 -0.233 2.123
H -0.062 -2.041 1.588
H -1.434 -1.088 1.279
H -0.100 -1.024 -0.784
H 2.292 -1.141 -0.031
H 3.200 1.219 -0.366
H -3.214 1.762 -1.308
H -2.909 0.349 -0.463
```

## Properties
- gap between HOMO and LUMO (eV) = 8.5
- HOMO level (eV) = -7.993
- SMILES = C[C@@H]1C=CSN1S(N)(=O)=O
- LUMO (eV) = 0.55
- total charge = 0

Model ii:
DFT (ωB97M-V/def2-TZVPD) results for a single C4H8N2O2S2 molecule.

```
18
Properties=species:S:1:pos:R:3
C -0.667 -2.318 -0.019
S 0.924 -1.526 -0.073
O 1.898 -2.056 0.838
O 1.283 -1.296 -1.416
C 0.683 0.184 0.553
S 2.321 1.036 0.448
N 1.758 2.433 -0.251
C 0.549 2.400 -0.588
C -0.171 1.078 -0.377
N -1.514 1.404 0.204
H -1.330 -1.601 -0.375
H -0.758 -3.307 -0.412
H -1.095 -2.477 1.044
H 0.254 0.129 1.624
H -0.003 3.195 -0.981
H -0.365 0.587 -1.331
H -2.150 0.651 -0.128
H -1.617 1.484 1.241
```

## Properties
- gap between HOMO and LUMO (eV) = 9.1
- HOMO level (eV) = -8.832
- SMILES = CS(=O)(=O)[C@H]1SN=C[C@@H]1N
- LUMO (eV) = 0.27
- total charge = 0

model ii ends up most stable, edging out the next structure by 0.0236 hartree.

Model i:
DFT (ωB97M-V/def2-TZVPD) results for a single C2H4N4S2 molecule.

```
12
Properties=species:S:1:pos:R:3
C -2.263 -0.225 0.009
S -0.673 -1.209 -0.295
C 0.338 0.186 -0.256
N 0.127 1.445 -0.304
N 1.424 2.030 -0.160
N 2.287 1.155 -0.053
N 1.698 -0.006 -0.192
S 2.563 -1.517 -0.214
H -2.345 -0.002 1.110
H -3.266 -0.834 -0.215
H -2.206 0.809 -0.628
H 2.315 -1.831 1.198
```

## Properties
- gap between HOMO and LUMO (eV) = 9.8
- HOMO level (eV) = -9.503
- SMILES = CSc1nnnn1S
- LUMO (eV) = 0.26
- total charge = 0

Model ii:
DFT (ωB97M-V/def2-TZVPD) results for a single C2H4N4S2 molecule.

```
12
Properties=species:S:1:pos:R:3
N 1.119 1.641 0.008
C 0.131 0.723 -0.092
N -1.134 0.954 0.119
C -1.765 -0.267 0.019
S -3.375 -0.590 0.053
N -0.790 -1.255 -0.123
N 0.423 -0.594 -0.382
S 1.879 -1.358 0.078
H 0.797 2.608 0.069
H 2.017 1.464 -0.407
H -1.006 -2.018 -0.758
H 1.706 -1.308 1.417
```

## Properties
- gap between HOMO and LUMO (eV) = 8.4
- HOMO level (eV) = -8.195
- SMILES = Nc1nc(=S)[nH]n1S
- LUMO (eV) = 0.19
- total charge = 0

model ii ends up most stable, edging out the next structure by 0.0788 hartree.

Model i:
DFT (ωB97M-V/def2-TZVPD) results for 3 unconnected molecules or ions with the total composition C2H11N2O2.

```
17
Properties=species:S:1:pos:R:3
C -0.379 -0.429 2.657
N -0.485 -0.029 1.165
C -1.631 0.405 0.723
N -1.749 1.162 -0.478
H -1.510 -0.201 2.907
H -0.420 -1.604 2.765
H 0.650 -0.092 3.156
H 0.451 -0.156 0.628
H -2.404 0.879 1.493
H -0.904 0.963 -0.963
H -2.665 1.215 -0.871
H 2.405 -1.858 -1.909
H 2.728 -1.545 -3.422
O 2.314 -1.237 -2.632
H 0.989 1.477 -2.009
H 1.582 0.195 -1.890
O 1.028 0.857 -1.322
```

## Properties
- gap between HOMO and LUMO (eV) = 10.8
- HOMO level (eV) = -14.827
- LUMO (eV) = -4.01
- total charge = +1

Model ii:
DFT (ωB97M-V/def2-TZVPD) results for 3 unconnected molecules or ions with the total composition C2H11N2O2.

```
17
Properties=species:S:1:pos:R:3
C -1.162 -0.266 1.516
N 1.164 1.172 -1.038
C 0.036 0.924 -0.340
N 0.037 0.154 0.725
H -1.397 -1.232 1.233
H -2.074 0.251 1.281
H -0.942 -0.202 2.569
H 2.008 0.578 -0.796
H 1.032 1.653 -1.960
H -0.927 1.487 -0.712
H 0.946 0.094 1.212
H -2.934 -0.104 -1.523
H -2.076 -1.506 -1.570
O -2.176 -0.590 -1.285
H 3.513 -0.663 -0.185
H 2.389 -1.255 0.713
O 2.563 -0.496 0.158
```

## Properties
- gap between HOMO and LUMO (eV) = 11.4
- HOMO level (eV) = -14.360
- LUMO (eV) = -2.96
- total charge = +1

Model iii:
DFT (ωB97M-V/def2-TZVPD) results for 3 unconnected molecules or ions with the total composition C2H11N2O2.

```
17
Properties=species:S:1:pos:R:3
C -0.254 1.102 0.492
C 0.351 0.154 -0.313
N -0.420 -1.072 -0.502
N -1.640 1.161 0.562
H 0.380 1.688 1.054
H 1.446 -0.090 -0.201
H 0.191 -1.882 -0.642
H -0.960 -1.500 0.246
H -0.981 -0.818 -1.337
H -2.105 0.938 -0.299
H -1.792 2.182 0.879
H -0.789 -3.229 -2.703
H -0.857 -4.660 -2.397
O -0.685 -3.800 -1.937
H 3.360 3.403 1.877
H 2.311 3.346 3.033
O 2.444 3.076 2.189
```

## Properties
- gap between HOMO and LUMO (eV) = 9.8
- HOMO level (eV) = -13.351
- LUMO (eV) = -3.59
- total charge = +1

Model iv:
DFT (ωB97M-V/def2-TZVPD) results for 3 unconnected molecules or ions with the total composition C2H11N2O2.

```
17
Properties=species:S:1:pos:R:3
C -0.473 -0.489 0.187
C -1.120 0.319 1.110
N -2.521 0.016 1.516
N 0.792 -0.424 -0.191
H -1.132 -1.312 -0.305
H -0.510 0.952 1.813
H -3.242 0.778 1.600
H -2.749 -0.384 2.481
H -2.888 -0.702 0.856
H 1.115 0.440 -0.490
H 1.146 -1.176 -0.772
H 1.034 3.948 -1.042
H 2.341 3.278 -0.984
O 1.495 3.246 -0.482
H 2.765 -2.446 -2.207
H 2.029 -3.456 -1.323
O 1.918 -2.589 -1.766
```

## Properties
- gap between HOMO and LUMO (eV) = 9.2
- HOMO level (eV) = -12.651
- LUMO (eV) = -3.41
- total charge = +1

model ii ends up most stable, edging out the next structure by 0.0340 hartree.